# 1
Formula: C4H5NO3
Source: OMol25
Level of theory: ωB97M-V/def2-TZVPD

Each line ends with the Mulliken charge.
Element x y z (Å)
C (2.483, -0.658, 0.217)  -0.646
C (0.275, 0.114, 0.322)  0.632
C (-1.285, 0.256, -1.002)  -0.408
C (-1.784, 0.547, 0.217)  0.611
H (3.316, -0.788, 0.923)  0.239
H (2.261, -1.709, -0.147)  0.286
H (2.618, -0.046, -0.680)  0.315
H (-1.843, 0.191, -1.951)  0.317
H (-3.700, 0.910, 0.096)  0.368
N (0.050, -0.048, -0.882)  -0.471
O (1.302, -0.204, 1.018)  -0.399
O (-2.918, 0.999, 0.753)  -0.520
O (-0.775, 0.436, 1.115)  -0.324

Output
Energy relative to the best compared isomer or geometry (same formula, charge and spin)   1.919 eV

***

# 2
Formula: C4H5NO3
Source: OMol25
Level of theory: ωB97M-V/def2-TZVPD

Each line ends with the Mulliken charge.
Element x y z (Å)
C (0.615, 0.257, 0.158)  -0.456
C (-0.581, 0.787, 0.465)  0.675
C (2.258, 0.135, 0.098)  0.568
C (-1.348, -0.334, -0.210)  -0.534
N (-0.014, -0.915, -0.546)  -0.044
O (2.896, 1.006, 0.623)  -0.624
O (2.480, -0.902, -0.518)  -0.691
O (-1.006, 1.872, 1.109)  -0.476
H (-1.937, -0.986, 0.438)  0.289
H (-1.925, -0.070, -1.098)  0.289
H (0.271, -0.965, -1.529)  0.338
H (0.261, -1.805, -0.120)  0.338
H (-1.969, 1.921, 1.130)  0.329

Output
Energy relative to the best compared isomer or geometry (same formula, charge and spin)   3.912 eV
Spin multiplicity   3

***

# 3
Formula: C4H5NOS
Source: OMol25
Level of theory: ωB97M-V/def2-TZVPD

Each line ends with the Mulliken charge.
Element x y z (Å)
C (-0.351, -0.260, 0.678)  -0.891
C (-1.472, -0.794, -0.067)  -0.425
C (-2.444, -1.294, -0.575)  0.300
C (1.848, 0.227, -0.416)  -0.073
H (0.433, 2.392, 0.319)  0.328
H (0.257, -1.085, 1.074)  0.307
H (-0.649, 0.314, 1.576)  0.302
H (-3.315, -1.698, -1.066)  0.422
H (2.351, 1.033, -0.958)  0.327
N (0.619, 0.586, -0.007)  0.164
O (0.230, 1.840, -0.393)  -0.394
S (2.493, -1.261, -0.164)  -0.368

Output
Energy relative to the best compared isomer or geometry (same formula, charge and spin)   4.144 eV
Structure (SMILES)   C#CCN(O)C=S

***

# 4
Formula: C4H5NOS
Source: OMol25
Level of theory: ωB97M-V/def2-TZVPD

Each line ends with the Mulliken charge.
Element x y z (Å)
C (1.244, 0.859, -0.510)  0.511
C (1.340, 1.419, -3.434)  0.357
C (0.159, 0.226, -0.256)  -0.380
C (-0.446, 0.236, 1.165)  -1.000
N (1.308, 0.367, -2.910)  -0.355
O (2.309, 1.329, -0.614)  -0.415
S (1.252, 2.789, -4.146)  -0.380
H (-0.214, -0.256, -1.130)  0.483
H (0.012, 1.015, 1.821)  0.313
H (-0.255, -0.893, 1.576)  0.223
H (-1.542, 0.406, 1.117)  0.292
H (1.617, -0.270, -2.280)  0.350

Output
Energy relative to the best compared isomer or geometry (same formula, charge and spin)   2.372 eV
Structure (SMILES)   CC=C=O.N=C=S

***

# 5
Formula: C4H5NOS
Source: OMol25
Level of theory: ωB97M-V/def2-TZVPD

Each line ends with the Mulliken charge.
Element x y z (Å)
C (-2.184, 0.608, -0.009)  -0.817
C (0.230, -0.667, 0.015)  0.350
C (1.375, -1.414, -0.007)  -0.288
C (1.985, 0.604, 0.001)  -0.038
H (-3.258, 0.492, -0.045)  0.326
H (-1.882, 1.141, 0.904)  0.267
H (-1.915, 1.170, -0.846)  0.300
H (1.470, -2.498, -0.017)  0.389
H (2.534, 1.521, -0.008)  0.388
N (2.477, -0.581, 0.000)  -0.507
O (0.631, 0.670, 0.007)  -0.307
S (-1.463, -1.046, 0.006)  -0.063

Output
Energy relative to the best compared isomer or geometry (same formula, charge and spin)   0.849 eV
Structure (SMILES)   CSc1cnco1

***

# 6
Formula: C4H5NOS
Source: OMol25
Level of theory: ωB97M-V/def2-TZVPD

Each line ends with the Mulliken charge.
Element x y z (Å)
C (0.277, -0.938, -0.307)  0.021
C (-1.123, -1.370, -0.136)  -0.244
C (-2.212, -0.668, 0.056)  -0.168
C (-2.067, 0.834, 0.357)  0.114
H (2.485, 1.689, 0.732)  0.177
H (0.763, -1.292, -1.267)  0.342
H (-1.158, -2.506, 0.207)  0.224
H (-3.196, -1.308, 0.413)  0.232
H (-2.636, 0.975, 1.311)  0.264
N (1.040, -0.239, 0.486)  -0.358
O (-1.722, 1.624, -0.503)  -0.440
S (2.562, 0.249, -0.037)  -0.163

Output
Energy relative to the best compared isomer or geometry (same formula, charge and spin)   4.296 eV
Structure (SMILES)   O=C/C=C\C=N\S